C20H54N2O8 | wB97M-V/def2-TZVPD

Geometry as XYZ:
```
84
Properties=species:S:1:pos:R:3:forces:R:3:lowdin_charge:R:1
C 16.547 -2.497 9.354 -0.6 1.3 1.0 -0.1275
O 16.498 -3.154 8.115 -0.5 -0.1 -0.2 -0.1781
C 16.555 -2.201 7.059 0.9 0.0 0.0 -0.2275
C 18.001 -2.150 6.578 0.5 0.1 0.2 -0.2154
N 18.320 -0.976 5.772 0.0 0.3 -0.2 -0.0750
C 17.637 -0.963 4.473 -0.1 -1.2 0.5 -0.2058
C 17.966 0.245 3.643 -0.3 0.2 -0.8 -0.2086
O 18.213 -0.180 2.294 0.6 0.1 0.6 -0.1932
C 18.680 0.883 1.508 -0.4 0.4 -0.8 -0.1382
H 16.554 -3.142 10.230 0.3 -0.6 -0.4 0.0723
H 15.657 -1.879 9.546 -0.2 -0.2 -0.4 0.0791
H 17.346 -1.749 9.441 0.4 -0.4 -0.2 0.0953
H 16.315 -1.208 7.445 -0.2 0.1 -0.2 0.1256
H 15.883 -2.455 6.241 -0.3 -0.3 0.2 0.1122
H 18.330 -3.079 6.092 -0.5 -0.2 -0.1 0.1236
H 18.591 -2.106 7.497 0.1 0.2 -0.1 0.1171
H 19.316 -0.999 5.573 0.0 0.1 0.2 0.1089
H 16.577 -1.101 4.695 0.0 0.3 -0.4 0.1091
H 17.944 -1.835 3.871 -0.1 0.0 0.0 0.1266
H 18.830 0.743 4.098 0.1 0.1 -0.3 0.1234
H 17.150 0.965 3.533 0.0 0.1 0.6 0.1220
H 19.728 1.164 1.654 0.0 -0.3 0.3 0.0867
H 18.083 1.796 1.647 -0.1 -0.1 0.2 0.0842
H 18.546 0.597 0.463 0.1 -0.1 0.1 0.0871
C 16.445 -8.278 11.431 -0.1 0.1 1.4 -0.0741
O 16.794 -7.171 12.268 0.5 0.1 -0.5 -0.2322
C 17.340 -6.080 11.523 -0.6 -0.2 -1.1 -0.2183
C 18.079 -5.130 12.420 -0.3 0.0 0.7 -0.2089
N 19.384 -5.671 12.803 -0.5 0.3 -0.2 -0.0493
C 19.960 -4.944 13.925 0.7 -1.3 -0.4 -0.2043
C 21.263 -5.612 14.374 0.5 0.4 0.5 -0.2320
O 21.195 -7.019 14.328 -0.8 0.2 0.1 -0.1961
C 22.156 -7.685 15.091 -0.3 -0.7 0.4 -0.1252
H 16.179 -9.029 12.175 -0.1 -0.3 -0.4 0.0878
H 17.304 -8.605 10.845 0.0 0.0 -0.2 0.0886
H 15.567 -8.074 10.815 0.1 0.1 -0.2 0.0906
H 16.516 -5.625 10.956 0.0 0.4 0.4 0.1133
H 17.974 -6.467 10.713 0.4 -0.1 0.3 0.1242
H 17.449 -4.972 13.311 -0.1 0.0 0.0 0.1145
H 18.167 -4.137 11.976 0.2 -0.1 -0.3 0.1165
H 19.219 -6.632 13.086 0.3 0.0 0.1 0.1058
H 19.333 -4.956 14.826 -0.4 0.4 -0.2 0.1202
H 20.208 -3.936 13.597 -0.2 0.2 0.2 0.1215
H 21.372 -5.264 15.413 0.4 -0.2 0.0 0.1166
H 22.163 -5.311 13.822 -0.2 0.3 -0.2 0.1228
H 23.162 -7.601 14.669 0.0 0.1 0.1 0.0883
H 21.840 -8.732 15.116 0.3 0.0 -0.3 0.0882
H 22.151 -7.413 16.155 0.1 0.5 -0.2 0.0872
C 12.652 -4.666 11.668 -0.7 -0.3 0.9 -0.0728
C 13.893 -3.975 12.222 -0.5 -0.5 -1.0 -0.2904
O 14.187 -2.843 11.417 0.4 0.4 0.4 -0.0998
H 11.781 -4.095 12.003 -0.1 0.1 -0.4 0.0738
H 12.482 -5.672 12.068 0.3 0.0 0.1 0.0584
H 12.631 -4.774 10.587 0.2 0.2 -0.1 0.0596
H 14.713 -4.701 12.272 0.2 0.3 0.0 0.0905
H 13.686 -3.624 13.233 0.2 0.0 0.0 0.1042
H 13.953 -2.969 10.481 -0.1 -0.3 0.3 0.0291
C 13.461 -5.922 15.776 0.0 -0.1 -0.2 -0.0801
C 14.413 -6.914 15.157 1.0 -0.6 0.3 -0.3206
O 15.556 -6.243 14.634 -0.1 0.4 -0.1 -0.0985
H 13.939 -5.462 16.641 -0.1 0.2 -0.1 0.0756
H 12.551 -6.423 16.112 0.0 0.0 0.0 0.0725
H 13.196 -5.159 15.043 0.0 0.1 0.1 0.0576
H 13.968 -7.566 14.402 -0.2 0.3 -0.1 0.0871
H 14.801 -7.573 15.950 -0.3 -0.1 0.0 0.1076
H 15.944 -6.729 13.889 -0.2 0.0 0.1 0.0411
C 11.119 -2.045 9.208 0.2 -0.4 0.6 -0.0781
C 11.917 -3.084 8.404 -0.8 1.9 -0.7 -0.2950
O 13.298 -2.979 8.696 0.1 -0.3 0.5 -0.0946
H 10.968 -2.310 10.256 0.0 -0.2 0.0 0.0606
H 10.137 -1.906 8.753 0.0 0.0 0.0 0.0719
H 11.651 -1.095 9.222 0.0 0.0 -0.2 0.0796
H 11.745 -2.707 7.389 0.2 -0.6 -0.2 0.1103
H 11.497 -4.085 8.486 0.3 -0.2 0.2 0.1072
H 13.836 -2.948 7.902 0.0 -0.2 0.0 0.0832
C 11.690 -10.252 11.414 -0.9 0.0 -1.1 -0.0989
C 11.994 -9.255 12.504 -0.4 -0.3 0.3 -0.3240
O 13.266 -9.417 13.094 0.8 0.4 -0.4 -0.0866
H 11.417 -11.255 11.742 0.2 0.0 0.2 0.0705
H 12.404 -10.338 10.592 0.6 0.1 0.5 0.0736
H 10.821 -9.859 10.863 -0.2 -0.2 0.3 0.0751
H 11.218 -9.315 13.275 0.0 0.0 -0.1 0.1152
H 11.897 -8.254 12.076 0.5 0.1 0.2 0.1000
H 13.271 -9.923 13.907 -0.5 -0.1 0.0 0.0858
```
Forces are in eV/Å.

Summary:
- Energy above the lowest of the compared OMol25 structures with the same formula, charge and spin: 1.843 eV
- Calculated total energy: -1505.6716 a.u.
- HOMO: -8.55 eV
- LUMO: 0.65 eV
- Net charge: 0
- Structure (SMILES): COCCNCCOC.COCCNCCOC.CCO.CCO.CCO.CCO
- Maximum force: 2.167 eV Å⁻¹
- HOMO-LUMO gap: 9.202 eV

C20H54O19P4 | wB97M-V/def2-TZVPD

Geometry as XYZ:
```
97
Properties=species:S:1:pos:R:3:forces:R:3:lowdin_charge:R:1
C 1.298 4.140 -4.058 -1.1 -0.8 -0.6 -0.0926
O 0.608 4.189 -2.799 0.0 1.5 1.7 -0.2708
P 0.365 5.599 -1.989 -0.5 -0.6 -0.5 0.5011
O -0.231 6.714 -2.791 1.7 -1.4 1.3 -0.2519
O -0.647 5.114 -0.795 0.4 1.0 -0.1 -0.2558
C -1.200 6.172 0.109 0.1 -0.6 -0.6 -0.0532
O 1.861 5.789 -1.326 -0.9 1.0 -0.5 -0.2409
C 2.270 5.059 -0.159 -0.4 -0.8 -0.2 -0.1015
H 1.985 3.300 -4.157 0.3 0.0 0.9 0.0796
H 1.816 5.045 -4.375 -0.4 0.1 0.2 0.0930
H 0.476 3.805 -4.691 0.3 0.7 -0.8 0.0916
H -1.981 6.796 -0.326 0.7 0.3 -1.0 0.0850
H -0.352 6.740 0.490 -0.4 0.1 0.2 0.0835
H -1.825 5.739 0.890 0.9 -0.9 0.2 0.0743
H 1.766 4.097 -0.250 -0.4 0.1 1.0 0.0783
H 2.135 5.667 0.735 -0.7 -0.3 0.0 0.0869
H 3.312 4.748 -0.078 0.4 0.6 -1.1 0.0859
C 6.826 -5.008 -2.716 1.8 1.2 -0.1 -0.1450
O 5.589 -4.827 -3.323 -2.9 0.4 0.5 -0.2226
P 4.158 -4.456 -2.575 0.9 1.0 -1.3 0.5255
O 4.161 -3.312 -1.597 0.2 -2.5 -1.1 -0.2574
O 3.643 -5.933 -2.155 0.0 1.8 -0.5 -0.2250
C 4.191 -6.574 -1.018 -0.3 -0.4 1.1 -0.1100
O 3.297 -4.112 -3.916 2.3 0.1 1.0 -0.2071
C 1.923 -4.278 -3.918 -2.1 -1.2 0.5 -0.1441
H 6.953 -4.448 -1.790 -0.3 -0.3 0.3 0.0900
H 7.532 -4.517 -3.385 0.2 0.0 -0.1 0.0863
H 7.202 -6.029 -2.644 -0.7 -0.3 0.2 0.0883
H 4.792 -7.437 -1.306 -0.2 0.0 -0.1 0.0931
H 3.334 -6.866 -0.411 0.1 -0.4 0.0 0.0923
H 4.782 -5.946 -0.352 0.2 0.4 -0.4 0.0877
H 1.350 -3.833 -4.731 1.0 0.4 -0.4 0.0942
H 1.426 -3.898 -3.025 0.2 0.0 0.3 0.0819
H 1.745 -5.351 -3.991 -0.4 -0.1 0.1 0.0868
C -6.348 -0.771 2.265 0.9 -0.4 -0.2 -0.0618
O -5.527 -1.339 1.183 -0.4 -0.4 -0.4 -0.2723
P -4.924 -2.869 1.174 0.2 1.4 0.2 0.4726
O -4.227 -3.121 2.444 -0.4 -0.5 -0.8 -0.2400
O -4.016 -2.978 -0.194 -1.4 0.7 1.9 -0.2183
C -3.236 -1.804 -0.584 -0.6 0.5 -0.4 -0.0703
O -6.248 -3.766 0.920 2.8 0.5 1.6 -0.1947
C -7.010 -3.524 -0.181 -2.3 -0.3 -2.6 -0.1776
H -6.708 -1.530 2.959 0.2 -0.1 -0.1 0.0891
H -7.202 -0.202 1.895 0.1 -0.4 -0.6 0.0830
H -5.731 -0.039 2.786 0.1 -0.3 0.2 0.0704
H -2.887 -1.165 0.227 0.3 -0.7 0.4 0.0626
H -3.901 -1.133 -1.127 -0.1 -0.2 -0.4 0.0864
H -2.427 -2.111 -1.247 -0.2 -0.1 0.3 0.0791
H -6.689 -2.838 -0.965 1.0 0.2 0.4 0.0901
H -7.999 -3.135 0.062 -0.1 -0.1 0.5 0.0906
H -7.160 -4.472 -0.698 -0.1 -0.1 0.0 0.0937
C 1.636 1.868 2.757 -1.7 1.5 0.6 -0.1607
O 2.792 1.137 2.525 0.8 -1.4 0.6 -0.2166
P 3.167 -0.068 3.583 -0.8 -0.6 -0.2 0.4993
O 2.034 -0.441 4.509 2.1 0.8 -1.7 -0.2614
O 3.758 -1.256 2.633 0.2 1.7 2.2 -0.2117
C 3.088 -1.607 1.443 -0.9 0.3 -0.6 -0.1066
O 4.501 0.534 4.231 -1.0 -1.0 0.1 -0.2257
C 4.344 1.597 5.208 0.7 -0.2 -0.5 -0.0732
H 1.225 1.719 3.756 -0.3 -0.8 -0.1 0.0791
H 0.889 1.745 1.973 -0.1 -0.5 0.1 0.0784
H 1.764 2.949 2.820 1.0 0.2 -0.5 0.0829
H 2.708 -2.628 1.474 0.3 -0.1 0.2 0.0960
H 3.763 -1.465 0.599 -0.1 -0.1 0.0 0.0904
H 2.219 -0.956 1.351 -0.1 0.0 -0.5 0.0584
H 4.638 2.498 4.670 -0.1 0.2 0.3 0.0902
H 5.060 1.364 5.996 -0.1 0.2 0.0 0.0904
H 3.344 1.693 5.632 0.0 -0.2 -0.2 0.0853
C 0.014 1.268 -2.015 0.5 0.2 -0.3 -0.1706
C 0.663 0.309 -1.023 0.2 0.7 0.2 -0.1678
C 0.537 -1.037 -1.716 -1.1 0.6 0.7 -0.1794
O -0.766 -0.977 -2.344 -0.2 0.7 0.0 -0.1700
C -1.116 0.426 -2.611 1.6 -0.3 0.0 -0.1486
H 0.791 1.625 -2.693 -0.3 -0.1 -0.5 0.0953
H -0.471 2.151 -1.600 0.5 0.0 0.4 0.0991
H 0.097 0.439 -0.101 -0.1 -0.8 0.2 0.0896
H 1.703 0.540 -0.790 0.1 0.2 -0.1 0.1110
H 0.543 -1.828 -0.966 -0.1 -0.3 -0.2 0.1138
H 1.329 -1.218 -2.443 0.0 0.1 -0.1 0.1159
H -1.971 0.839 -2.077 -0.7 -1.1 -0.2 0.1109
H -1.192 0.553 -3.691 -0.3 0.0 0.0 0.1158
C -4.081 3.574 0.094 0.8 0.7 1.4 -0.0931
O -2.993 2.773 0.593 -0.7 -1.0 -0.4 -0.1831
C -3.394 1.851 1.610 0.4 0.4 -0.2 -0.2133
C -2.260 1.185 2.389 -1.3 -0.3 -2.3 -0.1618
O -1.659 0.150 1.543 -0.3 0.6 3.1 -0.2151
C -1.071 -0.773 2.503 1.9 -0.2 -1.6 -0.0868
H -3.792 4.098 -0.817 0.2 -0.4 0.0 0.0864
H -4.183 4.315 0.887 -0.5 0.6 -0.1 0.0773
H -5.075 3.139 -0.013 0.3 -0.8 -0.2 0.0847
H -4.009 1.029 1.242 0.0 -0.2 -0.7 0.1100
H -4.048 2.306 2.353 0.0 0.7 0.2 0.1181
H -2.916 0.718 3.124 0.8 -0.4 0.8 0.1190
H -1.515 1.871 2.792 0.0 -0.1 0.1 0.1242
H -0.287 -0.323 3.112 -0.5 0.7 0.5 0.0594
H -0.408 -1.378 1.884 -0.4 -0.7 -0.1 0.0797
H -1.718 -1.397 3.120 -0.5 0.3 -0.4 0.0953
```
Forces are in eV/Å.

Summary:
- Calculated total energy: -3589.5793 a.u.
- HOMO: -9.55 eV
- LUMO: 0.50 eV
- Net charge: 0
- Structure (SMILES): COP(=O)(OC)OC.COP(=O)(OC)OC.COP(=O)(OC)OC.COP(=O)(OC)OC.C1CCOC1.COCCOC
- Maximum force: 3.490 eV Å⁻¹
- HOMO-LUMO gap: 10.052 eV

Q: Among the records above, which one has the highest HOMO-LUMO gap?
A: C20H54O19P4

Q: Which value of LUMO does entry 2 give?
A: 0.50 eV

Q: Which of these has the lowest HOMO-LUMO gap?
A: C20H54N2O8